Record 1
Computed, not measured: C61H50Cl3N3O4PtS3Te2 as an isolated structure at a distorted geometry, with the ωB97M-V functional and the def2-TZVPD basis.

Properties
* lowest unoccupied orbital energy: 0.01 eV
* highest occupied orbital energy: -6.51 eV
* ΔE to the lowest compared entry with this formula, charge and spin: 7.4 kcal per mole
* electronic energy: -164634.1802 eV
* charge: 0

Last column: Löwdin charge in e.
Positions of all 127 atoms, in Å:
C -0.7253 5.7166 -3.0626  -0.407
C 1.7698 0.6997 4.8629  -0.153
C 6.9722 1.8525 1.4288  -0.069
C 1.4671 4.5834 1.1059  -0.079
C -1.4317 0.3032 -2.3178  -0.130
C -2.9285 -3.9690 0.6384  -0.022
C -5.9759 0.7054 -7.9143  -0.663
O 2.7213 -0.3480 -0.0952  -0.550
S -2.8052 4.3593 0.5084  0.908
H 0.1613 6.0161 -2.5299  0.059
C -5.4432 0.3516 -5.6237  -0.018
H 7.3565 0.0864 -1.4367  0.106
H -4.0386 -7.1280 0.1417  0.101
C -1.2599 -3.3421 3.6431  0.026
C 5.6385 1.5831 1.6836  -0.075
C 6.8741 0.5085 -0.5647  -0.068
H -1.6846 -4.3004 3.3776  0.119
C -4.8114 3.2288 -0.5625  -0.232
H -4.8399 -4.7860 0.1223  0.102
C 4.0599 0.1522 4.3778  -0.101
C 7.5900 1.3172 0.3039  -0.081
H -3.0650 -3.8511 5.8504  0.080
H 1.6243 4.4817 -1.0399  0.095
C -3.2713 1.0120 -4.5736  -0.317
H -4.2516 3.5004 -4.6300  0.113
H 5.1355 -1.3771 2.2157  0.087
C 4.0540 -2.7811 3.4294  -0.106
C 0.3011 0.4517 4.7205  -0.318
C 1.3028 -3.0616 -1.5689  -0.507
C -2.8329 2.6423 0.5301  -1.010
H 4.7916 -0.4869 3.8980  0.075
H 1.7299 0.0050 -2.2303  0.091
H 1.4411 2.4752 5.9988  0.123
N -0.3030 0.3056 -1.6335  -0.129
C -1.9860 -3.8097 6.0139  -0.055
C -0.7693 -1.7080 5.2967  0.038
C -0.1158 -1.3161 3.0023  -0.374
Pt -0.0249 -0.0655 0.3528  0.725
H 1.8379 -2.1428 -1.3319  0.011
C 1.6947 3.9299 2.3061  -0.075
C -3.4231 3.2955 -3.9439  -0.138
C -1.3132 -2.9508 4.9774  -0.258
H -1.6750 -7.6115 0.6854  0.105
C 1.7985 3.9722 -0.1006  -0.068
C -0.1790 -0.9182 4.3260  -0.099
C 3.1642 -3.8442 3.4340  -0.070
O 0.5076 -0.4957 2.2214  -0.381
H -1.6530 0.1362 -5.6352  0.111
Te -1.4081 1.6226 1.6982  1.035
C 2.6744 -4.3444 2.2341  -0.149
H -4.2224 1.1345 -0.1285  0.091
N -1.1998 0.0566 -3.6201  -0.049
C -2.0312 -6.5895 0.6724  -0.070
C 3.9566 -2.7108 1.0270  -0.149
C 5.5334 0.2354 -0.3193  -0.073
H -5.7257 -0.0109 -4.6419  0.122
H 4.9496 -0.3892 -0.9830  0.103
C -0.1355 -2.9837 -1.0823  -0.307
H -2.5944 -1.0485 -4.7169  0.146
H 2.3774 -1.0257 3.7365  0.100
H 5.5327 1.5017 5.1534  0.108
H 1.9892 -5.1800 2.2484  0.079
H -1.8176 -3.4166 7.0162  0.072
C -3.9714 2.1863 -0.0815  -0.279
S -1.4933 6.8169 -4.1309  0.999
H 4.4461 -2.4039 4.3659  0.104
H 2.6008 2.2161 -1.0331  0.109
H -1.0809 3.7202 -2.3396  0.115
C 3.5407 2.1120 5.6777  -0.070
H -4.4668 1.6780 -9.0887  0.106
C -2.7122 5.6639 -4.4838  -0.970
C 0.1553 -0.0857 -3.7748  -0.028
O -2.6076 2.2392 -4.4399  -0.125
C 4.9300 0.7823 0.7985  -0.358
H 1.4192 4.3952 3.2426  0.113
C -3.8045 -5.0043 0.3510  -0.074
C -1.5975 -4.2380 0.9434  -0.218
C 4.4767 1.2765 5.0751  -0.080
H -0.6306 -3.9549 -1.1549  0.102
H 0.5993 -0.2833 -4.7346  0.129
C -1.3859 4.5352 -2.9837  -0.133
C -1.1550 -5.5526 0.9630  -0.045
C 2.3475 2.7037 -0.1066  -0.077
N -0.1301 -2.4362 0.2606  0.027
C 2.7078 -0.1480 4.2829  -0.040
C -3.8608 1.4122 -7.0513  -0.562
Cl -2.3189 2.1348 -7.3931  0.759
C -3.3563 -6.3184 0.3664  -0.087
C 2.2481 2.6559 2.3079  -0.084
H 2.8493 -4.2870 4.3702  0.109
H -3.9036 0.8109 -3.6955  0.145
H 5.1508 1.9995 2.5577  0.097
C -0.7128 -3.0538 1.2282  -0.180
H -1.6111 -4.8343 5.9869  0.076
C -4.1946 0.9470 -5.7800  -0.187
H -5.7614 3.0656 -1.0538  0.099
H 1.0230 5.5713 1.1088  0.106
C -2.5514 4.4956 -3.8056  -0.306
O -0.5017 1.3204 4.9855  0.074
H 1.3309 -3.2178 -2.6481  0.040
H -2.4045 0.4708 -1.8856  0.129
C 4.4402 -2.2072 2.2258  -0.115
C -4.2993 4.4677 -0.3137  -0.434
H -0.8183 -1.3381 6.3159  0.130
C 0.7068 0.0848 -2.5454  -0.118
H 7.5311 2.4846 2.1063  0.106
H 3.8673 2.9826 6.2319  0.105
H -0.1215 -5.7660 1.1910  0.086
H -4.7325 5.4246 -0.5593  0.065
H 2.4011 2.1185 3.2484  0.079
C 2.1908 1.8291 5.5633  -0.032
C 3.0725 -3.7868 1.0238  -0.550
C 2.5629 2.0573 1.0989  -0.379
C -4.7453 1.3037 -8.1143  -0.124
Cl -3.9630 6.0494 -5.5980  0.654
H -0.6796 -2.2907 -1.7292  0.097
H 8.6318 1.5337 0.1070  0.103
C -0.6761 -2.5601 2.6341  -0.054
H 4.2752 -2.2716 0.0898  0.079
H -3.2729 -2.9407 0.6393  0.127
Cl -7.0738 0.5669 -9.2467  0.686
S 3.2074 0.3868 1.1239  1.009
C -2.1740 -0.0416 -4.6959  -0.051
Te 2.4698 -4.6805 -0.7896  1.286
C -6.3380 0.2178 -6.6704  -0.093
H -3.8380 3.0021 -2.9705  0.115
H -7.3026 -0.2470 -6.5257  0.109

Cartesian forces (eV/Å) of the 6 atoms listed first:
C -0.01 -0.01 0.03
C 0.03 -0.16 0.11
C 0.02 -0.04 -0.01
C 0.02 0.03 -0.01
C -0.15 -0.06 0.16
C -0.02 0.03 0.03

***

Record 2
Computed, not measured: C61H53FO4P2PdS as an isolated structure at a distorted geometry, with the ωB97M-V functional and the def2-TZVPD basis.

Properties
* lowest unoccupied orbital energy: -0.81 eV
* highest occupied orbital energy: -6.21 eV
* electronic energy: -107912.3788 eV
* charge: 0

Last column: Löwdin charge in e.
Positions of all 123 atoms, in Å:
P 0.4528 -1.1614 -3.4357  0.958
C 1.1144 2.6105 -1.7442  -0.192
H 4.8296 2.7257 8.9061  0.102
C 2.6720 2.2232 -3.5779  -0.116
C -2.4962 5.6293 -2.0266  -0.095
C -0.2612 1.1322 4.2656  -0.078
C -1.0126 3.4443 4.3337  -0.079
C 0.2636 0.3844 -5.7521  -0.108
C -2.0529 5.1043 -0.8092  -0.084
C -1.5896 -5.1645 -2.4056  -0.085
H -1.4015 -5.4038 4.8285  0.080
C -2.2916 0.6880 0.1723  -0.369
C -3.3128 1.3331 0.8915  -0.101
H 0.0723 1.6228 -7.5056  0.105
C -0.7322 -1.6919 -7.3382  -0.082
C 4.4599 -1.6518 -4.1827  -0.097
C -0.4218 -1.9300 -5.9965  -0.073
C -3.5411 0.9990 2.2305  -0.065
C -2.7502 0.0335 2.8442  -0.086
H -1.7590 5.7681 0.0080  0.104
S 1.3594 -0.7914 6.0961  0.795
C -3.9133 -0.8511 -4.6144  -0.074
H -3.7372 -0.9991 -5.6807  0.105
H -3.2143 5.1775 -4.0189  0.102
C -1.5322 -2.7508 -2.2672  -0.081
C -0.0508 3.7577 3.3699  -0.084
C 4.9340 -2.1298 -2.9576  -0.094
C 1.3855 1.4516 0.4199  -0.063
C -4.9309 -1.5482 -3.9576  -0.084
H 0.3532 3.2486 -1.2833  0.085
C -0.3885 -5.1579 -3.1232  -0.077
H -1.7158 -3.9192 5.7578  0.085
H -1.1001 -1.3461 2.6199  0.085
H -1.7676 1.8694 5.6384  0.116
C -0.0615 0.6206 -7.0900  -0.082
C 4.0423 -2.3475 -1.8981  -0.083
F 3.1618 -1.1477 4.4730  -0.035
H 0.4970 1.9935 0.7180  0.097
C -2.8684 4.7698 -3.0685  -0.084
H 4.9918 0.2575 9.2885  0.108
C -2.7937 3.3857 -2.8980  -0.084
C -0.4672 -3.7433 3.9814  -0.167
H -1.6519 3.3239 0.3368  0.097
C 4.2362 0.6757 8.6202  -0.070
C 4.1178 2.0573 8.4304  -0.080
H -4.5343 -0.2886 -0.8131  0.099
H -5.9670 -1.8595 -2.0857  0.104
C 0.0883 -0.8954 -5.1920  -0.359
C -0.9548 -4.4797 5.2051  -0.063
H -0.7992 -0.2324 -8.9350  0.103
H 1.9889 -2.2558 -1.2399  0.112
H 2.7350 -0.9964 -5.3095  0.102
O 0.0614 -2.4068 4.3767  -0.081
H -0.1402 -4.7473 5.8895  0.087
C 2.2032 1.7114 6.9884  -0.049
O 1.8333 -2.1069 6.4940  -0.300
H -2.0791 -6.1140 -2.1712  0.103
H -0.5166 0.0831 4.4590  0.076
H -2.5500 6.7110 -2.1651  0.100
C 1.1258 -1.9406 3.6581  -0.455
H 2.9366 3.6558 7.5321  0.109
C 2.4205 0.3287 7.0626  -0.246
H 5.9975 -2.3327 -2.8231  0.100
H -0.5768 -2.9230 -5.5784  0.096
C -1.0623 2.1418 4.8493  -0.069
Pd 0.1323 0.7219 -2.2058  0.346
H -1.9746 -1.8095 -1.9375  0.064
C 1.4834 2.7862 -3.1198  -0.112
H -1.1204 -2.5065 -7.9512  0.104
O 1.5036 -2.3573 2.5594  0.098
C 2.6840 -2.0839 -2.0675  -0.105
H -0.0068 4.7508 2.9017  0.108
C 3.5159 1.5155 -2.7072  -0.110
C 0.2453 -3.9449 -3.4083  -0.101
C 3.1615 1.3097 -1.3770  -0.042
H 1.1908 -3.9432 -3.9531  0.114
C 3.3688 -0.1958 7.9498  -0.050
H 2.7227 0.0981 3.1985  0.154
C -4.3478 -0.4583 -1.8744  -0.081
C -1.5078 -0.2952 0.7963  -0.076
C 0.7975 1.4255 3.3545  -0.189
H 0.3516 -4.2911 3.4924  0.129
H -1.2816 -3.5195 3.2755  0.122
H -4.3310 1.5040 2.7868  0.108
C -2.3459 2.8522 -1.6778  -0.358
C -1.7331 -0.5991 2.1374  -0.071
C -3.2808 0.1991 -2.5169  -0.364
C -2.1636 -3.9625 -1.9868  -0.074
H 3.4006 -1.2754 8.1296  0.116
H 5.1514 -1.4890 -5.0135  0.104
C -1.9842 3.7205 -0.6260  -0.125
C 1.7003 0.4588 2.7450  -0.066
C 3.0845 2.5779 7.6446  -0.071
C 1.9503 0.5845 1.3271  -0.051
H 4.4756 1.1449 -3.0853  0.104
H 2.9795 2.3714 -4.6175  0.108
C -0.3309 -2.7323 -2.9926  -0.359
H 1.6513 3.0592 2.2559  0.117
H -3.1108 -3.9600 -1.4412  0.105
H -1.7236 4.1953 4.6675  0.101
H 0.6441 1.2017 -5.1357  0.071
C 1.7990 -0.7161 4.3085  -0.239
C -3.1091 0.0411 -3.9064  -0.115
H -2.9139 -0.2238 3.8964  0.118
C 2.2108 -1.5893 -3.2956  -0.377
H 4.4036 -2.7239 -0.9381  0.106
P -2.0102 1.0793 -1.5678  0.951
C 0.8686 2.7959 2.9744  -0.043
C 1.9141 1.7614 -0.8891  -0.276
H 0.8417 3.4277 -3.7449  0.111
H -5.5525 -2.2539 -4.5104  0.103
H -3.9252 2.0980 0.4154  0.113
H 1.3247 2.0874 6.4493  0.108
H -2.3233 0.5931 -4.4283  0.090
C -0.5524 -0.4166 -7.8858  -0.089
H -0.7112 -0.8054 0.2538  0.095
O 0.0023 -0.3785 6.4278  -0.310
C 3.1037 -1.3759 -4.3556  -0.093
H -3.0826 2.7145 -3.7081  0.092
H 3.8435 0.7941 -0.6948  0.113
C -5.1582 -1.3348 -2.5964  -0.085
H 0.0594 -6.0911 -3.4640  0.103
H 2.6773 -0.1416 0.9320  0.118

Cartesian forces (eV/Å) of the 6 atoms listed first:
P 0.34 0.46 0.85
C 0.20 0.03 0.07
H -0.15 -0.05 -0.01
C 0.09 -0.01 -0.01
C 0.01 -0.08 -0.06
C 0.56 0.07 -0.72

***

Record 3
Computed, not measured: a 7-piece molecular cluster, C61H72ClFN3O29S overall at a distorted geometry, with the ωB97M-V functional and the def2-TZVPD basis.

Properties
* lowest unoccupied orbital energy: -3.62 eV
* highest occupied orbital energy: -11.13 eV
* electronic energy: -154333.5517 eV
* charge: +1

Last column: Löwdin charge in e.
Positions of all 168 atoms, in Å:
O 1.3064 0.0584 3.0230  0.083
H -1.6271 -3.3836 -0.1181  0.059
O -1.9811 8.5146 2.1039  0.182
O -3.0209 -0.3906 -5.0661  0.096
C -0.3822 2.2987 0.3472  -0.113
H -1.4623 5.7996 -1.9826  0.127
O 7.3351 -1.9376 -6.9305  0.133
O -5.6663 6.5634 0.4855  0.011
H 6.4479 1.7519 -2.9789  0.141
H 0.1820 -1.9614 -0.9068  0.112
C -0.1712 1.0077 -0.4756  -0.161
H 0.7869 -0.4216 0.8343  0.079
O 4.1062 -7.4447 -0.4875  0.119
H -3.8915 3.1250 5.7040  0.078
C 4.0630 -0.5154 -1.7484  -0.217
H -2.7384 0.2801 -0.2712  0.101
C -2.7062 3.4704 2.4522  -0.171
C 5.0199 0.0503 4.7032  -0.311
H -1.3592 -1.1649 -1.1872  0.083
O -0.3313 -6.3383 5.8730  0.127
C -3.5256 5.8116 0.6676  -0.151
H 2.7818 -6.9632 1.7318  0.136
C 3.4492 0.2603 -0.8375  0.077
N -1.6630 7.2129 0.0822  0.179
H 0.2639 4.8874 -1.5663  0.109
H -4.5123 -1.5005 1.4487  0.091
H -3.5507 5.9460 1.7464  0.128
H -4.3123 4.4325 3.5616  0.102
H 5.4358 1.7109 3.3542  0.138
H -3.9579 -0.1854 2.4510  0.100
H -2.3749 -3.8493 -2.3177  0.135
O -7.3055 -0.4999 1.4794  -0.304
C -2.2705 -1.2563 -4.6530  -0.325
H 3.5870 -5.6137 -4.4669  0.097
C -3.2633 1.0368 0.2892  -0.173
C 5.4736 -2.6104 -5.6917  0.065
C -2.7838 -3.5586 4.1797  -0.297
C 6.9462 -4.2957 -6.7727  -0.308
H -5.6962 6.7293 1.4401  0.112
H -2.7479 -5.8592 6.7950  0.140
H 0.8685 3.8933 -3.4211  0.145
C 0.2262 5.4979 0.7906  -0.192
O 0.5798 -4.8945 3.8123  0.096
O 3.6601 -3.5046 -4.4960  0.076
H -2.7075 4.6779 4.2993  0.107
H -2.2733 -2.0728 0.8431  0.066
C -0.9928 3.5022 -0.4101  -0.222
H -4.0879 4.8962 0.5016  0.109
O 3.6903 -1.7616 -1.9723  0.129
H 1.0892 3.4748 -1.1328  0.107
C -0.6721 -3.3629 -3.5833  -0.286
F -1.0665 4.1022 -3.5926  -0.028
C -1.1214 4.7190 0.6100  -0.174
Cl -6.4357 -1.9288 3.7554  0.476
C -0.6520 -1.4673 -0.4170  -0.231
H -0.9358 -0.0970 1.1694  0.098
C 2.2399 -6.8157 0.8083  0.086
C 2.9515 -7.0673 -0.4399  -0.309
N 1.4566 4.7185 0.9449  0.038
C 0.9628 -6.4121 0.7779  -0.220
H 5.2709 -1.5886 6.2787  0.127
C -2.4346 -5.2750 5.9415  0.084
C -0.9103 -1.4355 -5.1313  0.072
O -0.9362 -5.8556 -0.4618  0.098
C -2.2835 3.1139 -1.1261  -0.148
H -4.3389 -1.1967 -3.6891  0.118
H -5.0005 -0.0613 -0.4024  0.124
H 0.1707 4.8191 3.3913  0.086
C -4.6995 -0.4693 1.7169  -0.267
C 2.7532 -0.9622 4.5731  0.078
C -3.4476 2.3012 -0.5264  -0.117
H -1.7699 5.3575 2.5243  0.111
H 2.6228 -0.0975 -0.2394  0.114
C 0.9436 -6.4349 -1.7516  0.064
H -2.3406 2.4872 2.7014  0.086
C -2.0222 -3.1725 -3.0852  0.071
C 0.0026 3.4456 -2.9479  -0.322
O -4.4527 -4.1014 5.8154  0.116
C -0.1845 -0.2640 0.4052  -0.185
C 0.1281 3.8147 -1.4730  -0.061
H 1.9747 4.9692 1.7667  0.088
H 0.5963 2.5624 0.7082  0.081
H 1.3944 -3.4111 -4.4688  0.096
H -3.0506 6.3622 -1.8425  0.147
H -4.0153 1.9582 -1.3959  0.137
O 5.3532 3.4150 -1.2500  0.122
C -3.5653 2.7878 4.7304  -0.080
C -0.1524 -2.4225 -4.6297  -0.228
H 3.8122 -7.3233 -2.5499  0.124
H -0.6257 -5.8727 1.5491  0.121
O -3.5583 -2.7580 3.6792  0.038
H -0.9097 0.8501 -1.2450  0.076
H -5.3248 1.2799 0.7399  0.108
O 4.2950 -6.0601 -4.9679  0.104
C 2.4063 0.0048 3.5508  -0.299
H -3.5451 3.4636 1.7730  0.083
C -0.6412 -4.6858 4.2472  -0.240
C -2.3791 5.6104 -1.4554  -0.053
C 5.0125 2.1495 -1.4674  -0.231
O 5.7556 -0.7383 -3.3682  0.114
O 6.1029 0.0191 5.2495  0.124
C 5.2166 0.0032 -2.5710  -0.292
O 3.0853 1.8371 2.1564  0.052
H -1.9982 2.5049 -1.9654  0.117
C 3.4537 0.9888 3.1141  -0.212
C -2.1333 5.8246 0.0477  -0.304
H 0.1406 6.1522 1.6435  0.117
O -4.3374 6.8254 0.0770  -0.127
O 3.3757 2.3789 0.1876  0.047
C -4.6774 0.4418 0.4953  -0.190
H 0.8802 1.4863 -3.0877  0.084
C -1.5176 4.3951 2.0924  -0.266
O 7.9237 -4.4726 -7.4707  0.125
H -3.0541 4.1633 -2.7714  0.183
N -2.9718 4.3014 -1.7652  0.131
H 2.0461 4.7180 0.1333  0.063
H -2.5999 2.3031 4.8471  0.069
H 8.0350 -2.3999 -7.4310  0.126
H -2.8531 1.1670 1.2735  0.080
H -0.7780 3.4821 3.9492  0.083
H -0.8875 1.4711 -3.3417  0.066
C 0.0305 2.0275 -3.4720  -0.022
C 4.6591 -3.6885 -5.1783  -0.285
H 2.1613 1.6100 1.9443  0.096
C 3.9784 -0.9511 5.1203  -0.234
C -1.3551 -2.5011 0.4524  -0.072
C 5.0621 -5.1042 -5.4855  -0.222
H -0.7095 -2.8134 1.2636  0.056
C 5.6319 1.3842 -2.3728  0.085
H -3.9460 4.3393 -1.4643  0.168
O 1.0946 -2.6473 -5.0005  0.117
O -6.3967 0.8275 3.2285  -0.327
H 4.2709 -2.1131 -2.6766  0.102
C 6.1353 -5.3788 -6.2365  0.084
C -1.4464 -3.7742 3.6749  0.072
H 0.4240 6.1599 -0.0408  0.112
S -6.3148 -0.3604 2.4704  0.302
O 4.3467 -1.8110 6.0537  0.131
H -4.2154 2.8848 -0.0257  0.095
H 0.3344 3.2819 2.6143  0.057
C 0.2285 -6.2125 -0.5129  -0.298
C 3.8843 1.6265 -0.6300  -0.283
H -0.5485 -0.7522 -5.8863  0.136
C -2.7787 -2.1842 -3.5819  -0.242
O 0.0735 -4.2438 -3.1971  0.102
O 0.2584 -6.1415 1.8685  0.091
O 2.9244 -7.0412 -2.8432  0.099
C 4.6750 1.0062 3.6588  0.084
H 5.1820 -1.6019 -5.4495  0.118
H 0.1831 2.0945 -4.5422  0.092
C -0.3858 3.9521 3.0573  -0.029
H -4.8099 -3.4057 5.2332  0.059
C -3.3552 3.9787 3.7815  -0.225
C -1.7755 7.8788 1.1059  -0.236
C -1.0982 -5.5164 5.4149  -0.305
H 6.4364 -6.3908 -6.4670  0.140
H 0.4118 -6.2658 -2.6676  0.113
H 1.9956 -1.6754 4.8660  0.133
H 0.8265 1.0501 -0.8893  0.084
H 0.9480 -5.6052 4.3725  0.133
H -4.2433 2.0780 4.2706  0.057
H -1.1315 -3.1778 2.8321  0.090
C -3.2287 -4.3572 5.3717  -0.230
O -4.0192 -1.9572 -3.1672  0.114
C 2.2203 -6.8323 -1.7301  -0.213
H 4.7577 3.7348 -0.5475  0.116
C 6.5531 -2.8837 -6.4392  -0.225
H -0.9475 2.0208 1.2266  0.091

Cartesian forces (eV/Å) of the 6 atoms listed first:
O 0.09 0.31 -0.11
H 0.01 -0.19 -0.05
O 1.07 -1.78 -3.33
O -0.28 0.11 0.26
C -0.65 -1.21 -0.20
H 0.32 -0.50 -0.31

***

Which of these has the lowest lowest unoccupied orbital energy? C61H72ClFN3O29S

***

The highest lowest unoccupied orbital energy belongs to which entry? C61H50Cl3N3O4PtS3Te2